Entry 1:
20
Properties=species:S:1:pos:R:3:nbo_charge:R:1 method="wB97M-V/def2-TZVPD" total_charge=+1 homo_lumo_gap_ev=11.57 homo_energy_ev=-15.0 e_tot_ha=-327.63702 fmax_ev_per_a=5.20 de_lowest_kcal_mol=53.7
C 1.13747 -0.95560 -0.85123 -0.72
C 0.02300 -1.52641 -0.10335 -0.04
C -0.84039 -2.73298 -0.69775 -0.66
N -0.85305 -0.36545 0.26395 -0.77
H 1.83184 -0.43048 -0.18770 0.25
H 0.97366 -0.59312 -1.89437 0.26
H 1.77944 -1.78936 -1.25535 0.28
H 0.20807 -1.72434 1.02835 0.22
H -0.61058 -3.78289 -0.29311 0.26
H -1.90347 -2.76430 -0.54086 0.24
H -0.70803 -2.76576 -1.85979 0.23
H -0.98318 -0.09870 1.34186 0.45
H -1.80735 -0.25592 -0.25139 0.44
H -0.26304 0.48032 -0.12970 0.49
H -0.55431 3.53399 2.27614 0.47
H 0.13031 4.96916 2.23160 0.49
O -0.20777 4.30117 1.63699 -0.96
H 0.54271 2.85407 0.10242 0.54
H 1.44341 1.76163 -0.69337 0.50
O 0.66126 1.88496 -0.12332 -0.99

Entry 2:
19
Properties=species:S:1:pos:R:3:nbo_charge:R:1 method="wB97M-V/def2-TZVPD" homo_lumo_gap_ev=10.25 smiles="CNC(=O)CCCO" homo_energy_ev=-9.5 e_tot_ha=-402.33549 fmax_ev_per_a=3.25 de_lowest_kcal_mol=26.8
C 0.34012 0.71167 0.37586 -0.52
C 0.62026 0.37888 -1.09685 -0.42
C -0.32637 1.05075 -2.09842 -0.07
O -0.43331 2.45268 -1.81867 -0.72
C -0.78029 -0.00610 1.02081 0.66
N -0.54420 -1.09775 1.81997 -0.61
C 0.47448 -2.10068 1.46530 -0.42
O -1.91346 0.48935 1.06387 -0.63
H 0.22070 1.78409 0.48178 0.25
H 1.27861 0.61451 0.94263 0.22
H 0.84272 -0.66306 -1.35089 0.21
H 1.62035 0.80045 -1.25714 0.21
H -1.32859 0.62009 -2.09127 0.17
H 0.08787 0.97718 -3.10280 0.18
H -1.09951 2.50035 -1.13899 0.47
H -1.29531 -1.41589 2.38687 0.40
H 1.22128 -1.66038 0.81804 0.21
H 0.99510 -2.38347 2.38650 0.19
H 0.01953 -3.05268 1.19340 0.20

Entry 3:
71
Properties=species:S:1:pos:R:3:lowdin_charge:R:1 method="wB97M-V/def2-TZVPD" multiplicity=4 homo_lumo_gap_ev="6.97 / 7.07" homo_energy_ev="-6.4 / -6.9" e_tot_ha=-2964.38618 fmax_ev_per_a=3.52 de_lowest_kcal_mol=14.0
Mn -0.19141 0.21631 0.09637 0.27
P -1.00098 -1.38989 1.57085 0.83
P 0.73812 1.79360 -1.43595 0.84
N 0.56872 -1.06967 -0.84472 -0.06
H -1.31564 0.85742 0.85233 0.02
C -2.06407 -2.64164 0.76332 -0.23
H -2.53044 -3.30755 1.50539 0.05
H -1.45390 -3.23606 0.07039 0.05
H -2.85532 -2.14745 0.18729 0.03
C -1.88354 -1.03824 3.13515 -0.22
H -2.06794 -1.97056 3.68782 0.05
H -2.84241 -0.55245 2.90768 0.05
H -1.27364 -0.35521 3.74133 0.04
C 0.38825 -2.42406 2.18626 -0.22
H 0.07492 -3.03970 3.03822 0.05
H 1.21952 -1.78431 2.50157 0.04
H 0.74995 -3.07827 1.38606 0.05
C 0.39010 1.41818 -3.18877 -0.24
H 1.18927 1.82081 -3.82647 0.05
H -0.57491 1.86122 -3.46672 0.04
H 0.33167 0.33149 -3.30225 0.04
C 0.61729 3.61752 -1.34163 -0.22
H 1.17941 4.06448 -2.17371 0.05
H 1.03997 3.98560 -0.39755 0.03
H -0.42961 3.92825 -1.41321 0.03
C 2.56472 1.60466 -1.43228 -0.24
H 3.00891 2.30975 -2.14561 0.04
H 2.82700 0.57917 -1.71067 0.04
H 2.93394 1.79526 -0.41848 0.03
C 1.59039 -1.88860 -0.98157 -0.44
C 2.58447 -3.90502 -1.97820 -0.12
C 1.52686 -3.02420 -1.86963 -0.05
C 2.81011 -1.71505 -0.23676 -0.06
C 3.85927 -2.61486 -0.35930 -0.10
C 3.76086 -3.71269 -1.23095 -0.11
H 2.50183 -4.76391 -2.65397 0.10
H 0.59377 -3.13810 -2.42633 0.10
H 2.86375 -0.85803 0.43833 0.10
H 4.76325 -2.46098 0.23243 0.10
H 4.59437 -4.41378 -1.32276 0.09
C -2.31715 1.59757 -0.06120 -0.55
O -1.78735 1.40264 -1.27363 -0.25
C -3.65474 0.89265 0.12090 -0.04
H -4.12755 1.18944 1.07223 0.08
H -3.55726 -0.19474 0.09789 0.05
H -4.31985 1.18162 -0.70972 0.10
C -2.31943 3.03754 0.45398 -0.03
H -2.36945 3.74903 -0.38474 0.08
H -1.41111 3.24123 1.03553 0.07
H -3.17934 3.21551 1.11790 0.08
C 1.97225 3.76753 2.22927 -0.02
C 2.29330 2.35627 2.71134 -0.49
C 3.75400 2.30354 3.09616 -0.01
O 2.08903 1.42937 1.63229 0.02
B 0.73840 1.00825 1.69548 -0.60
O 0.19971 1.34240 2.97524 0.02
C 1.26707 1.84553 3.78440 -0.50
C 1.82332 0.71090 4.63666 -0.01
C 0.68783 2.89164 4.71328 -0.01
H 2.58483 4.01170 1.34966 0.09
H 2.21929 4.49155 3.01862 0.10
H 0.91104 3.89294 1.96310 0.09
H 4.37498 2.63101 2.25333 0.10
H 3.94176 2.98606 3.93367 0.10
H 4.06698 1.29503 3.39022 0.09
H 2.57784 1.10477 5.32817 0.09
H 1.01922 0.26778 5.23944 0.10
H 2.28452 -0.08408 4.03523 0.09
H 0.24143 3.73159 4.16759 0.09
H -0.08514 2.44059 5.34779 0.10
H 1.47864 3.27826 5.36725 0.10

Entry 4:
39
Properties=species:S:1:pos:R:3:nbo_charge:R:1 method="wB97M-V/def2-TZVPD" homo_lumo_gap_ev=8.78 smiles="CN1C[C@@H](C(=O)c2ccc(Cl)cc2)[C@H](c2ccc(Cl)cc2Cl)C1" homo_energy_ev=-8.6 e_tot_ha=-2206.09837 fmax_ev_per_a=0.60
C 3.71576 1.38958 -0.94467 -0.41
N 3.45336 0.47331 0.14421 -0.44
C 2.45714 0.93134 1.10095 -0.22
H 2.30886 2.00901 1.02500 0.20
C 1.13238 0.14720 0.85572 -0.26
C -0.07790 1.00592 0.64974 -0.05
C -1.25049 0.82451 1.38331 -0.01
C -2.38449 1.58503 1.14689 -0.25
C -2.35742 2.55454 0.15967 -0.03
C -1.20379 2.77469 -0.57670 -0.25
C -0.08746 2.00356 -0.32193 -0.15
H 0.80722 2.17928 -0.90028 0.21
H -1.18432 3.53687 -1.33919 0.23
Cl -3.77270 3.48774 -0.15266 0.02
H -3.27930 1.41575 1.72378 0.24
Cl -1.35413 -0.37908 2.61842 0.02
H 0.95648 -0.51024 1.70971 0.24
C 1.46335 -0.73774 -0.37321 -0.33
C 0.74892 -2.06747 -0.26662 0.60
O 1.32924 -3.10086 -0.02824 -0.53
C -0.73409 -2.00296 -0.36155 -0.19
C -1.42170 -1.08499 -1.15205 -0.17
C -2.80145 -1.02858 -1.12372 -0.24
C -3.50523 -1.88960 -0.29467 -0.02
C -2.84207 -2.83539 0.47359 -0.25
C -1.46411 -2.89201 0.42792 -0.09
H -0.92604 -3.61466 1.02283 0.23
H -3.40071 -3.51019 1.10277 0.23
Cl -5.22429 -1.78315 -0.22562 0.02
H -3.33145 -0.31400 -1.73342 0.23
H -0.89218 -0.41805 -1.81389 0.22
C 2.99503 -0.83305 -0.29285 -0.22
H 3.45267 -1.11855 -1.23856 0.21
H 3.26570 -1.57501 0.46408 0.21
H 1.16418 -0.23127 -1.29329 0.22
H 2.82163 0.71073 2.10809 0.21
H 2.85795 1.55722 -1.61333 0.15
H 4.02733 2.34774 -0.53164 0.20
H 4.53814 0.99281 -1.53859 0.21

Entry 5:
10
Properties=species:S:1:pos:R:3:nbo_charge:R:1 method="wB97M-V/def2-TZVPD" homo_lumo_gap_ev=9.56 smiles="BOC(C)=O" homo_energy_ev=-10.1 e_tot_ha=-254.48428 fmax_ev_per_a=6.37 de_lowest_kcal_mol=81.6
B 1.74923 -0.68604 1.45409 0.80
C -0.00596 0.62964 0.02278 0.80
C -1.16814 0.58133 -1.00447 -0.73
O 0.31380 1.61241 0.58371 -0.61
O 0.64604 -0.49353 0.05272 -0.71
H 1.39800 -0.10854 2.28258 -0.13
H 2.57055 -1.47122 1.38912 -0.12
H -1.74919 -0.28619 -0.72895 0.23
H -1.71893 1.62228 -0.91146 0.23
H -0.83678 0.44817 -2.12381 0.24